Record 1
{
  "formula": "C19H27N3O2",
  "method": "ωB97M-V with the def2-TZVPD basis set",
  "spin_multiplicity": 1,
  "smiles": "CCCCN(CC)Cc1ccc(CNC(=O)Nc2ccccc2)o1",
  "charge": 0,
  "orbital_gap_ev": 8.9453,
  "species": ["C", "C", "C", "C", "N", "C", "C", "C", "C", "C", "C", "C", "C", "N", "C", "O", "N", "C", "C", "C", "C", "C", "C", "O", "H", "H", "H", "H", "H", "H", "H", "H", "H", "H", "H", "H", "H", "H", "H", "H", "H", "H", "H", "H", "H", "H", "H", "H", "H", "H", "H"],
  "xyz": [[-5.8810, -1.0626, 0.7862], [-4.6263, -0.2148, 0.6178], [-3.8041, -0.6545, -0.5898], [-2.5325, 0.1838, -0.7572], [-1.6442, 0.0401, 0.3883], [-0.4247, -0.6934, 0.1060], [-0.6999, -2.1769, -0.1097], [-1.4184, 1.2786, 1.1199], [-0.6056, 2.2862, 0.3667], [-0.9494, 3.3461, -0.4197], [0.2581, 3.8528, -0.9639], [1.2553, 3.0659, -0.4721], [2.7386, 3.0524, -0.6739], [3.2734, 1.7284, -0.4365], [3.9285, 1.4820, 0.7367], [4.3707, 2.3523, 1.4568], [4.0990, 0.1548, 1.0732], [3.6905, -1.0113, 0.4270], [3.2439, -2.0835, 1.2001], [2.8461, -3.2626, 0.6016], [2.8851, -3.3942, -0.7775], [3.3503, -2.3433, -1.5487], [3.7608, -1.1617, -0.9575], [0.7359, 2.1141, 0.3347], [-6.4522, -0.7350, 1.6518], [-5.6178, -2.1089, 0.9251], [-6.5168, -0.9847, -0.0934], [-4.0048, -0.2983, 1.5102], [-4.9111, 0.8337, 0.5004], [-3.5328, -1.7033, -0.4696], [-4.4052, -0.5614, -1.4976], [-2.8167, 1.2339, -0.8785], [-2.0198, -0.1187, -1.6787], [0.1059, -0.2949, -0.7785], [0.2401, -0.5825, 0.9663], [-1.2762, -2.3400, -1.0162], [-1.2561, -2.5742, 0.7347], [0.2422, -2.7127, -0.1983], [-2.3896, 1.7109, 1.3662], [-0.9017, 1.0254, 2.0504], [-1.9355, 3.7295, -0.5871], [0.3666, 4.6866, -1.6265], [3.2381, 3.7227, 0.0356], [2.9762, 3.3778, -1.6923], [2.7194, 0.9705, -0.8094], [4.4338, 0.0415, 2.0205], [3.2126, -1.9828, 2.2755], [2.5002, -4.0820, 1.2141], [2.5681, -4.3138, -1.2453], [3.4087, -2.4462, -2.6222], [4.1744, -0.3721, -1.5658]],
  "atomic_forces_ev_per_a": [[0.146, 0.207, 0.064], [-0.059, -0.261, -0.210], [0.111, 0.403, 0.125], [-0.279, -0.356, -0.005], [0.037, 0.027, 0.122], [0.010, -0.314, -0.013], [0.160, 0.262, 0.011], [0.309, -0.020, -0.122], [-0.880, 0.463, -0.132], [0.055, -0.432, 0.477], [0.594, -0.313, 0.120], [-0.159, 0.576, -0.554], [0.104, 0.109, 0.210], [-0.086, -0.087, -0.280], [0.045, -0.087, -0.088], [0.044, 0.248, 0.238], [0.275, -0.102, 0.497], [-0.173, -0.262, -0.262], [0.006, 0.105, -0.015], [0.079, -0.041, -0.026], [0.009, -0.101, -0.071], [-0.087, -0.084, -0.005], [0.065, 0.056, 0.072], [0.242, -0.144, 0.165], [-0.123, -0.041, 0.069], [-0.018, -0.135, 0.016], [-0.107, -0.036, -0.073], [0.035, 0.084, 0.046], [0.036, 0.098, 0.036], [0.019, -0.101, -0.057], [-0.068, -0.067, -0.071], [0.047, -0.008, -0.071], [0.033, 0.109, 0.016], [0.009, 0.037, 0.118], [0.038, 0.046, -0.053], [-0.090, -0.081, -0.121], [-0.088, -0.083, 0.095], [0.033, -0.080, -0.068], [0.092, 0.052, 0.044], [-0.097, 0.085, 0.019], [-0.253, 0.008, 0.022], [0.104, 0.169, -0.172], [-0.066, -0.101, -0.192], [-0.081, 0.039, 0.166], [0.063, 0.028, 0.063], [-0.028, 0.157, -0.166], [-0.041, 0.040, 0.110], [-0.031, -0.058, 0.058], [-0.030, -0.075, -0.039], [0.012, -0.004, -0.085], [0.031, 0.063, -0.031]]
}

=====

Record 2
{
  "formula": "C19H27N3O4",
  "method": "ωB97M-V with the def2-TZVPD basis set",
  "spin_multiplicity": 1,
  "smiles": "CC(=O)c1c(C)[nH]c(C(=O)CN2C(=O)N[C@](C)(CCC(C)C)C2=O)c1C",
  "charge": 0,
  "orbital_gap_ev": 8.9370,
  "species": ["C", "C", "O", "C", "C", "C", "N", "C", "C", "O", "C", "N", "C", "O", "N", "C", "C", "C", "C", "C", "C", "C", "C", "O", "C", "C", "H", "H", "H", "H", "H", "H", "H", "H", "H", "H", "H", "H", "H", "H", "H", "H", "H", "H", "H", "H", "H", "H", "H", "H", "H", "H", "H"],
  "xyz": [[1.9041, -2.8868, -5.6686], [2.8031, -2.5242, -4.5065], [4.0105, -2.5800, -4.6205], [2.1577, -2.1280, -3.2553], [0.8136, -1.8230, -2.9973], [-0.3851, -1.7287, -3.8703], [0.6910, -1.5488, -1.6922], [1.9135, -1.6293, -1.0593], [2.1041, -1.4386, 0.3532], [3.1899, -1.4196, 0.8964], [0.8277, -1.2884, 1.2226], [0.3359, 0.0706, 1.2492], [0.7798, 1.0055, 2.2188], [1.5403, 0.7691, 3.1120], [0.1397, 2.1606, 1.9348], [-0.7810, 2.0600, 0.8292], [-0.3268, 2.9356, -0.3464], [-2.2361, 2.3815, 1.2058], [-2.8774, 1.4395, 2.2292], [-2.4085, 1.5692, 3.6848], [-2.6944, 2.9578, 4.2520], [-3.1197, 0.5119, 4.5290], [-0.6107, 0.5960, 0.4422], [-1.2071, 0.0086, -0.4404], [2.8550, -1.9913, -2.0242], [4.3004, -2.2172, -1.8046], [1.3961, -1.9995, -6.0376], [1.1601, -3.6182, -5.3663], [2.5155, -3.2980, -6.4682], [-1.2185, -1.3292, -3.2957], [-0.2010, -1.0706, -4.7170], [-0.6699, -2.7054, -4.2581], [-0.1627, -1.1887, -1.2681], [1.1171, -1.5404, 2.2468], [0.0297, -1.9479, 0.8743], [0.2629, 2.9926, 2.4847], [-0.4682, 3.9867, -0.1069], [0.7260, 2.7618, -0.5587], [-0.9078, 2.6915, -1.2316], [-2.8156, 2.3148, 0.2831], [-2.2849, 3.4131, 1.5563], [-3.9548, 1.6245, 2.2105], [-2.7240, 0.4092, 1.8991], [-1.3341, 1.3783, 3.7480], [-2.1258, 3.7283, 3.7370], [-3.7531, 3.1931, 4.1628], [-2.4239, 2.9928, 5.3045], [-4.1960, 0.6708, 4.5117], [-2.9137, -0.4865, 4.1497], [-2.7819, 0.5600, 5.5611], [4.6200, -3.1276, -2.3075], [4.5194, -2.2683, -0.7424], [4.8696, -1.3991, -2.2451]],
  "atomic_forces_ev_per_a": [[0.327, -0.075, -0.109], [-0.309, -0.064, -0.315], [0.048, 0.009, -0.028], [-0.003, 0.187, 0.548], [0.178, -0.099, -0.034], [-0.071, -0.004, -0.055], [-0.211, -0.051, -0.126], [0.792, -0.231, -0.709], [-0.272, 0.013, 0.486], [-0.124, 0.042, 0.046], [0.319, -0.247, 0.180], [0.139, -0.122, 0.074], [-0.067, 0.184, 0.054], [0.287, -0.193, 0.283], [-0.016, 0.265, -0.015], [-0.264, 0.419, -0.390], [-0.049, -0.256, 0.048], [0.013, -0.443, 0.021], [0.280, 0.197, 0.070], [-0.253, -0.092, 0.057], [0.229, -0.247, -0.093], [0.240, 0.134, -0.116], [-0.044, 0.198, 0.058], [-0.252, 0.056, -0.083], [-0.452, 0.180, 0.274], [0.223, -0.131, 0.183], [-0.121, 0.075, -0.041], [-0.142, -0.044, 0.011], [0.012, 0.010, 0.001], [-0.082, 0.017, -0.038], [-0.059, 0.020, -0.044], [-0.055, -0.015, -0.046], [0.036, 0.009, -0.043], [-0.052, -0.027, -0.190], [0.005, 0.084, 0.063], [0.071, -0.095, 0.074], [-0.017, 0.102, 0.038], [0.083, 0.006, -0.028], [-0.074, 0.028, -0.088], [0.021, 0.114, -0.027], [0.029, 0.095, -0.091], [-0.057, -0.089, 0.007], [-0.116, -0.084, -0.028], [-0.075, 0.006, 0.022], [0.026, 0.171, -0.028], [-0.149, 0.067, -0.010], [0.011, 0.068, 0.116], [-0.162, 0.000, 0.011], [-0.019, -0.142, -0.012], [-0.009, -0.035, 0.137], [0.064, 0.023, -0.013], [0.049, 0.011, -0.038], [0.096, -0.004, -0.023]]
}

=====

Record 3
{
  "formula": "C19H27N3O4",
  "method": "ωB97M-V with the def2-TZVPD basis set",
  "spin_multiplicity": 1,
  "smiles": "COc1ccc(N2C[C@@H](C(=O)NCCCN3CCOCC3)CC2=O)cc1",
  "charge": 0,
  "orbital_gap_ev": 8.9895,
  "species": ["C", "O", "C", "C", "C", "C", "N", "C", "C", "C", "O", "N", "C", "C", "C", "N", "C", "C", "O", "C", "C", "C", "C", "O", "C", "C", "H", "H", "H", "H", "H", "H", "H", "H", "H", "H", "H", "H", "H", "H", "H", "H", "H", "H", "H", "H", "H", "H", "H", "H", "H", "H", "H"],
  "xyz": [[2.2583, -4.4726, -2.1000], [1.2545, -3.5887, -2.5381], [1.3436, -2.2788, -2.1858], [0.2858, -1.4638, -2.5951], [0.2639, -0.1241, -2.2785], [1.3102, 0.4432, -1.5535], [1.2868, 1.8059, -1.1946], [0.7924, 2.8512, -2.0733], [0.4137, 3.9706, -1.0908], [-1.0257, 3.6792, -0.6417], [-1.9472, 3.8421, -1.4167], [-1.1916, 3.1932, 0.6004], [-2.4602, 2.6735, 1.0655], [-2.2668, 1.3477, 1.7966], [-1.5702, 0.2992, 0.9248], [-1.2178, -0.8650, 1.7174], [-2.2706, -1.8630, 1.7578], [-1.8679, -2.9751, 2.7265], [-0.6517, -3.5739, 2.3474], [0.3708, -2.6061, 2.2849], [0.0265, -1.4893, 1.3014], [1.4958, 3.8040, -0.0324], [1.6897, 2.2904, 0.0088], [2.0932, 1.6422, 0.9492], [2.3690, -0.3628, -1.1566], [2.3866, -1.7120, -1.4617], [3.2368, -4.2070, -2.5131], [1.9669, -5.4544, -2.4694], [2.3178, -4.5005, -1.0074], [-0.5200, -1.9127, -3.1538], [-0.5806, 0.4739, -2.5840], [-0.0626, 2.5234, -2.6634], [1.5887, 3.1714, -2.7577], [0.4177, 4.9472, -1.5770], [-0.4049, 3.0331, 1.2081], [-2.9348, 3.4001, 1.7356], [-3.0963, 2.5530, 0.1846], [-1.6545, 1.5039, 2.6870], [-3.2408, 0.9816, 2.1216], [-0.6451, 0.7247, 0.5332], [-2.2062, 0.0367, 0.0641], [-3.1944, -1.3971, 2.1053], [-2.4470, -2.3010, 0.7579], [-2.6137, -3.7721, 2.7331], [-1.7742, -2.5508, 3.7377], [1.2735, -3.1319, 1.9697], [0.5307, -2.1696, 3.2818], [0.8211, -0.7410, 1.3114], [-0.0524, -1.9134, 0.2849], [1.2703, 4.2269, 0.9447], [2.4313, 4.2520, -0.3789], [3.1802, 0.0634, -0.5892], [3.2215, -2.3072, -1.1285]],
  "atomic_forces_ev_per_a": [[0.161, -0.141, 0.065], [-0.217, 0.243, -0.082], [-0.096, 0.174, -0.013], [0.135, -0.245, -0.017], [0.121, 0.038, 0.097], [0.206, -0.415, 0.020], [-0.162, 0.030, -0.096], [0.015, 0.252, -0.393], [-0.104, -0.008, -0.147], [0.499, 0.230, 0.007], [-0.204, 0.034, -0.310], [0.022, -0.114, 0.426], [-0.395, -0.081, 0.117], [0.144, 0.079, -0.411], [-0.057, 0.137, 0.367], [0.002, -0.083, -0.078], [0.119, -0.193, 0.256], [-0.356, 0.146, -0.066], [-0.025, -0.181, -0.070], [0.217, 0.302, -0.239], [0.118, -0.270, 0.213], [-0.057, -0.045, -0.035], [-0.016, 0.334, 0.254], [0.131, -0.128, 0.269], [-0.121, 0.217, -0.092], [-0.029, -0.337, -0.098], [-0.034, -0.001, 0.030], [0.068, 0.050, 0.052], [0.008, 0.010, -0.033], [-0.103, -0.049, -0.063], [-0.093, 0.074, -0.026], [0.072, 0.057, 0.061], [-0.110, 0.009, 0.003], [-0.052, -0.109, 0.029], [0.094, 0.082, -0.121], [-0.045, -0.079, -0.140], [0.034, 0.059, 0.126], [-0.007, -0.047, 0.080], [-0.035, 0.019, 0.096], [-0.019, -0.025, -0.059], [0.054, 0.009, -0.052], [-0.064, -0.048, -0.016], [-0.027, 0.039, 0.041], [-0.002, 0.084, 0.039], [-0.048, -0.039, -0.061], [0.007, 0.068, 0.033], [0.030, -0.021, -0.060], [0.014, -0.013, -0.045], [0.047, 0.028, 0.030], [0.047, -0.088, 0.025], [-0.003, 0.009, 0.023], [0.045, 0.036, 0.048], [0.072, -0.091, 0.018]]
}

=====

Record 4
{
  "formula": "C19H27N3O4S2",
  "method": "ωB97M-V with the def2-TZVPD basis set",
  "spin_multiplicity": 1,
  "charge": 0,
  "orbital_gap_ev": 8.2579,
  "species": ["C", "H", "H", "H", "C", "C", "C", "S", "C", "C", "C", "O", "O", "C", "H", "H", "H", "N", "C", "N", "C", "H", "C", "N", "C", "O", "C", "H", "C", "H", "H", "C", "H", "C", "H", "O", "H", "H", "C", "H", "C", "H", "H", "H", "H", "H", "H", "S", "H", "C", "H", "H", "H", "H", "H"],
  "xyz": [[-1.7279, -2.3393, 3.7233], [-2.3475, -2.0071, 2.8954], [-1.0298, -3.0860, 3.3521], [-2.3656, -2.8009, 4.4736], [-0.9722, -1.1538, 4.3251], [-0.0724, -0.5213, 3.3076], [1.2389, -0.8539, 3.1841], [2.0409, 0.0088, 1.8929], [0.5882, 0.8388, 1.5233], [-0.4726, 0.4628, 2.3434], [-1.7868, 1.0301, 2.1195], [-2.0230, 1.9034, 1.2861], [-2.7609, 0.5338, 2.8878], [-4.0597, 1.0533, 2.6606], [-4.0769, 2.1315, 2.8354], [-4.3722, 0.8602, 1.6319], [-4.7152, 0.5419, 3.3609], [0.4559, 1.7516, 0.5217], [1.3551, 2.0524, -0.4360], [0.9579, 2.8990, -1.4354], [1.6153, 2.7618, -2.7200], [2.6303, 2.4052, -2.5458], [0.8005, 1.7580, -3.5879], [-0.1545, 1.0744, -2.7460], [0.0791, -0.0866, -2.0840], [-0.6676, -0.4825, -1.2074], [1.3203, -0.8824, -2.5188], [2.2053, -0.2748, -2.2913], [1.3791, -2.2472, -1.8125], [2.2017, -2.2914, -1.1029], [0.4438, -2.4047, -1.2731], [1.5316, -3.2436, -2.9625], [1.0252, -4.1874, -2.7766], [0.9144, -2.4684, -4.1239], [1.2765, -2.7717, -5.1068], [1.3154, -1.1279, -3.9214], [-0.1825, -2.5433, -4.0999], [2.5856, -3.4358, -3.1655], [-1.1648, 1.9738, -2.2229], [-1.8452, 2.2679, -3.0267], [-0.4464, 3.2126, -1.6279], [-0.9144, 3.5385, -0.6993], [-0.4812, 4.0516, -2.3271], [-1.7265, 1.4326, -1.4594], [0.2324, 2.2922, -4.3552], [1.4477, 1.0377, -4.0809], [1.6629, 3.7424, -3.1984], [2.9125, 1.4773, -0.3416], [-0.5237, 2.0735, 0.4802], [2.0286, -1.8243, 3.9927], [3.0505, -1.8643, 3.6241], [1.5985, -2.8236, 3.9340], [2.0517, -1.5266, 5.0415], [-0.3696, -1.4996, 5.1669], [-1.6868, -0.4186, 4.6930]],
  "atomic_forces_ev_per_a": [[0.018, 0.108, 0.174], [-0.069, -0.030, -0.097], [0.042, -0.101, -0.053], [-0.103, -0.114, 0.032], [-0.059, -0.093, -0.087], [0.207, -0.068, 0.188], [-0.211, 0.388, -0.339], [-0.421, -0.443, 0.700], [0.124, -0.385, 0.436], [0.441, 0.048, -0.225], [-0.060, 0.290, -0.257], [-0.236, -0.104, 0.145], [0.369, -0.183, 0.089], [-0.364, 0.292, -0.204], [-0.035, -0.113, -0.006], [-0.004, 0.015, 0.109], [0.042, 0.015, -0.026], [-0.627, 0.666, -0.554], [0.455, 0.221, 0.095], [-0.147, 0.078, 0.317], [0.298, 0.104, -0.250], [-0.181, 0.112, -0.102], [0.222, -0.002, -0.055], [-0.356, 0.284, -0.198], [0.059, -0.372, -0.181], [-0.079, -0.123, 0.203], [0.216, -0.030, 0.366], [-0.191, -0.087, -0.045], [-0.117, 0.052, -0.018], [-0.008, 0.012, 0.052], [0.130, 0.011, 0.009], [0.024, 0.212, -0.198], [0.010, -0.069, 0.014], [-0.095, -0.427, -0.031], [-0.076, -0.013, 0.038], [0.074, 0.158, -0.086], [0.065, -0.025, -0.036], [-0.004, -0.064, -0.052], [-0.235, -0.178, 0.118], [0.007, 0.025, 0.054], [-0.166, 0.011, -0.010], [-0.001, 0.044, -0.053], [-0.025, -0.017, 0.123], [0.040, 0.118, -0.138], [0.065, -0.074, -0.023], [-0.050, 0.137, -0.041], [-0.001, -0.024, 0.012], [0.466, 0.033, -0.181], [0.293, -0.035, -0.094], [-0.076, 0.010, 0.049], [0.126, -0.110, 0.069], [0.057, -0.096, 0.022], [0.073, -0.041, 0.060], [-0.011, 0.049, 0.037], [0.088, -0.074, 0.128]]
}

=====

Q: What is the charge in the first record?
A: 0

=====

Q: What is the charge in the third record?
A: 0